The following is a quantum chemistry calculation of an isolated molecule of C5H4N2S at a distorted geometry, from OMol25.

Each atom is followed by the atoms it is bonded to, with distances in Å.
Element x y z (Å)
1 C 1.6639 1.5706 -0.1413  C2 1.368, N6 1.374, H9 1.069
2 C 1.4414 0.2211 -0.1551  C1 1.368, N7 1.388, H10 1.071
3 C -0.3759 1.2996 0.2052  N6 1.271, N7 1.348
4 C -0.6012 -1.1582 0.1254  C5 1.351, N7 1.382, H11 1.082
5 C -1.9434 -1.3060 0.0797  C4 1.351, S8 1.705, H12 1.080
6 N 0.4790 2.2315 0.0776  C1 1.374, C3 1.271
7 N 0.0798 0.0410 0.0436  C2 1.388, C3 1.348, C4 1.382
8 S -3.1242 -0.0938 -0.1286  C5 1.705
9 H 2.5744 2.1173 -0.2619  C1 1.069
10 H 2.1153 -0.5941 -0.3221  C2 1.071
11 H 0.0274 -2.0237 0.2853  C4 1.082
12 H -2.3366 -2.3055 0.1922  C5 1.080

Output
- charge = 0
- HOMO-LUMO gap (alpha / beta) (Eh) = 0.20943 / 0.20005
- energy (Ha) = -700.4546

Atomic partial charges in e from the natural (NBO) method, atoms 1 to 5: number 1, C, carries -0.065; number 2, C, carries -0.101; number 3, C, carries 0.514; number 4, C, carries -0.038; number 5, C, carries -0.402